1.
ORCA calculation (ωB97M-V/def2-TZVPD) on a molecular structure, C10H9F12N3O12S4Zn2.

<S²> = 0.752
2S+1 = 2
net charge = -1
E_HOMO (alpha / beta) = -1.94 / -6.69 eV
lowest unoccupied orbital energy (alpha / beta) = 0.050 / 0.049 Eh
frontier orbital gap (alpha / beta) = 3.3 / 8.0 eV
E_tot = -212342.67781 eV

The geometry in XYZ format:
```
52
Properties=species:S:1:pos:R:3:forces:R:3:mulliken_spin:R:1
O 4.975 6.550 -4.243 -0.210 0.916 0.228 0.003
N 3.143 7.993 -3.005 -0.340 5.536 -1.186 -0.001
H 2.535 11.555 -8.996 0.257 -0.040 -0.292 0.000
O 1.560 2.244 -4.953 2.987 0.216 0.604 -0.009
O -0.589 3.166 -6.394 -1.761 -0.159 -1.273 0.003
C 3.603 11.354 -8.908 1.007 -0.481 0.153 0.000
F 4.482 1.534 -3.745 0.831 -0.400 -1.129 -0.001
F -0.015 7.924 -7.101 0.976 -0.111 -0.652 0.001
S 2.737 7.203 -7.094 1.700 -1.771 -0.170 -0.045
H 2.558 10.882 -4.294 -0.163 0.248 0.516 0.000
F 1.384 9.461 -7.581 0.361 1.341 0.351 0.000
O 7.149 6.060 -3.313 -0.499 1.715 -0.775 0.000
N 4.980 11.529 -11.122 1.638 0.200 -2.651 0.000
F 8.090 8.716 -3.969 -1.180 0.501 -0.008 0.000
O 2.856 5.899 -7.758 -0.702 2.283 0.248 -0.331
F -1.430 6.022 -8.849 -0.752 -0.121 1.177 0.000
O 2.741 3.251 -6.739 1.563 -0.528 1.343 -0.449
O 0.662 3.928 -8.335 -2.539 1.382 0.620 -0.169
C -1.810 5.116 -7.900 1.171 0.286 0.795 0.003
C 2.831 5.864 -11.223 -1.114 -2.041 1.512 0.047
F -2.570 5.637 -6.884 1.154 0.418 -1.092 0.000
H 4.150 7.244 -11.956 -0.328 0.744 -0.049 0.003
N 2.532 5.069 -10.420 0.322 2.219 -2.161 -0.064
F 1.003 7.987 -9.064 -0.133 -0.377 0.381 0.000
F 4.389 0.806 -5.854 -0.175 -1.965 -0.037 0.001
H 3.788 10.349 -8.530 -0.453 -0.437 -0.344 0.000
H 2.374 7.461 -12.557 0.238 0.478 0.740 0.005
O 0.381 5.266 -6.254 -0.508 1.374 -1.335 0.007
C 3.195 6.811 -12.254 0.465 -0.448 -0.694 0.003
O 3.877 8.061 -7.407 -1.798 0.129 0.274 0.002
S 6.433 6.673 -4.439 1.011 -3.893 -0.233 0.002
O 3.019 4.185 -4.464 0.497 -0.831 -0.127 0.004
C 1.134 8.186 -7.750 0.352 -1.554 0.594 0.004
S 2.804 2.940 -5.321 -3.263 0.383 0.964 0.038
O 2.537 6.977 -5.650 -0.804 1.281 -0.298 -0.007
C 3.330 10.610 -3.574 0.749 -0.837 0.192 0.000
C 6.822 8.553 -4.405 0.099 -2.643 -0.244 0.000
Zn 2.983 6.157 -3.880 1.383 -1.027 -2.046 0.019
C 4.397 11.493 -10.161 -2.459 -0.051 3.541 0.000
Zn 2.677 4.046 -8.518 0.496 -0.619 -1.110 1.941
S -0.231 4.323 -7.174 2.794 -2.127 1.649 0.001
C 3.229 9.148 -3.295 -0.073 -4.264 1.286 0.001
F 5.900 9.115 -3.628 0.507 0.767 0.949 0.000
H 4.295 10.919 -3.974 0.100 -0.828 -0.573 0.000
F 6.684 9.081 -5.594 0.292 0.486 -0.721 0.000
F -2.584 4.245 -8.472 -0.500 -1.020 -0.854 -0.001
C 4.449 1.800 -5.055 -1.280 4.842 -0.561 -0.005
H 4.023 11.905 -8.066 0.040 0.694 -0.410 0.000
F 5.481 2.594 -5.521 -0.911 -1.108 1.622 -0.003
H 3.415 11.142 -2.626 -1.107 0.028 0.124 0.000
O 6.812 6.116 -5.734 -0.065 1.750 1.036 0.001
H 3.406 6.307 -13.197 0.130 -0.538 0.126 -0.004
```
Forces are in eV/Å.


2.
ORCA calculation (ωB97M-V/def2-TZVPD) on a molecular structure, C8H13BiNP.

2S+1 = 1
E_HOMO = -4.54 eV
lowest unoccupied orbital energy = 0.025 Eh
frontier orbital gap = 5.2 eV
energy relative to the best compared isomer or geometry (same formula, charge and spin) = 175.2 kcal/mol
E_tot = -25112.82973 eV

The geometry in XYZ format:
```
24
Properties=species:S:1:pos:R:3:forces:R:3:mulliken_charge:R:1
Bi 0.000 0.000 -1.187 -0.032 -0.649 5.214 1.094
N 0.000 0.000 0.813 2.048 0.105 15.217 -0.779
C 1.009 0.481 -3.194 -0.073 1.790 -2.552 -0.374
H -0.145 -2.665 0.535 0.024 0.094 -0.337 0.026
H -1.481 0.073 4.116 -0.651 0.147 -0.053 0.320
H 1.944 2.174 -2.064 -0.415 -0.377 0.076 0.419
H 0.544 1.402 3.746 0.142 0.742 -0.084 0.262
H 1.865 -0.065 -3.594 -0.385 0.096 0.338 0.426
H -0.522 -1.388 4.116 -0.126 -0.673 -0.040 0.326
H -2.300 1.187 -2.804 0.496 -0.250 0.328 0.452
H -0.313 -0.205 5.385 0.091 0.028 0.728 0.354
H -1.089 -3.005 -1.345 0.149 -0.260 -0.090 0.052
C -0.324 2.017 -2.090 -0.084 3.167 -3.394 -0.751
C -1.212 1.132 -2.780 0.499 2.506 -3.314 -0.290
C 1.050 1.646 -2.398 -0.208 2.473 -3.103 -0.436
H -0.622 2.898 -1.517 0.145 -0.483 -0.127 0.475
H 1.017 -3.037 -1.214 -0.102 -0.417 -0.061 0.041
H 1.503 -0.058 3.746 0.805 -0.151 0.019 0.256
C -0.391 0.126 -3.382 -0.227 1.439 -3.247 -0.847
C 0.246 0.162 2.039 -1.263 -0.320 -5.863 0.285
C 0.544 0.357 3.517 -1.055 -0.670 -1.733 -0.236
H -0.750 -0.711 -3.984 0.160 0.294 0.313 0.513
P -0.053 -2.178 -0.803 -0.248 -8.886 2.063 -0.446
C -0.522 -0.343 4.345 0.310 0.253 -0.299 -1.142
```
Forces are in eV/Å.


3.
ORCA calculation (ωB97M-V/def2-TZVPD) on a molecular structure, C2H3CsLi2O2.

<S²> = 0.755
2S+1 = 2
net charge = +1
E_HOMO (alpha / beta) = -7.81 / -11.18 eV
lowest unoccupied orbital energy (alpha / beta) = -0.163 / -0.125 Eh
frontier orbital gap (alpha / beta) = 3.4 / 7.8 eV
energy relative to the best compared isomer or geometry (same formula, charge and spin) = 38.1 kcal/mol
E_tot = -7167.91107 eV

The geometry in XYZ format:
```
10
Properties=species:S:1:pos:R:3:forces:R:3:mulliken_spin:R:1
O -1.169 0.332 1.294 -0.095 -1.622 -1.979 0.002
C -0.048 -0.479 -0.712 2.761 2.006 1.271 0.352
Cs 1.274 1.500 2.438 -0.392 -0.378 -0.104 0.044
H 0.261 -1.190 -1.488 -0.283 0.326 -0.009 0.046
Li 3.188 1.684 -2.518 -0.268 -0.211 0.194 0.462
O 0.706 0.626 -0.506 -1.732 -2.100 -1.614 0.027
Li -1.142 1.471 -0.189 0.158 -0.576 0.584 0.052
H -1.786 -1.478 0.099 0.022 0.487 0.138 0.008
C -0.908 -0.897 0.435 -0.312 2.135 2.235 -0.038
H -0.376 -1.569 1.148 0.141 -0.066 -0.714 0.045
```
Forces are in eV/Å.


4.
ORCA calculation (ωB97M-V/def2-TZVPD) on a single N2 molecule.

2S+1 = 1
E_HOMO = -11.87 eV
SMILES string = N#N
lowest unoccupied orbital energy = -0.104 Eh
frontier orbital gap = 9.0 eV
energy relative to the best compared isomer or geometry (same formula, charge and spin) = 232.5 kcal/mol
E_tot = -2970.99499 eV

The geometry in XYZ format:
```
2
Properties=species:S:1:pos:R:3:forces:R:3:mulliken_charge:R:1
N -0.384 -0.760 0.222 6.436 12.739 -3.724 0.000
N 0.384 0.760 -0.222 -6.436 -12.739 3.724 0.000
```
Forces are in eV/Å.


5.
ORCA calculation (ωB97M-V/def2-TZVPD) on 2 unconnected molecules or ions with the total composition C9H14.

2S+1 = 1
E_HOMO = -9.03 eV
SMILES string = Cc1ccccc1.CC
lowest unoccupied orbital energy = 0.038 Eh
frontier orbital gap = 10.1 eV
energy relative to the best compared isomer or geometry (same formula, charge and spin) = 32.1 kcal/mol
E_tot = -9558.78834 eV

The geometry in XYZ format:
```
23
Properties=species:S:1:pos:R:3:forces:R:3:mulliken_charge:R:1
H 1.692 -0.585 -2.253 0.419 -0.096 0.300 0.313
C 1.590 1.363 1.819 2.806 0.724 -0.056 -0.295
H -3.618 0.812 -0.439 0.006 0.410 0.163 0.284
C -3.556 -0.252 -0.584 -3.209 -0.695 0.150 -1.038
H 2.240 1.039 -2.409 -0.089 0.193 0.805 0.371
H -2.077 -1.443 -1.670 0.041 0.087 0.190 0.343
C 0.519 -0.741 1.467 0.679 -0.514 1.763 -0.266
H 2.573 2.244 0.071 0.581 -0.007 0.254 0.341
C 1.790 0.316 -0.280 -0.308 -1.869 -1.280 1.208
H 0.494 0.438 3.315 0.072 -0.566 0.170 0.337
H -4.417 -0.517 -1.256 1.523 0.501 -1.157 0.304
H 1.946 2.164 2.472 -0.616 -0.024 -0.005 0.334
H -0.063 -1.501 1.987 -0.140 -0.223 -0.767 0.358
H 0.719 -1.536 -0.530 -0.015 -0.465 -0.031 0.344
C 1.025 -0.810 0.196 0.264 2.258 -0.086 -0.690
C 2.187 1.346 0.531 -2.465 0.047 0.515 -0.558
H -1.770 -1.245 0.081 -0.287 -0.448 -0.117 0.098
H -1.416 0.032 -0.911 -0.440 0.148 -0.491 0.217
H 3.320 -0.093 -1.596 -0.071 -0.282 -0.635 0.331
C 2.267 0.181 -1.717 0.234 0.042 -0.132 -1.482
C -2.163 -0.764 -0.816 0.627 -0.306 0.328 -0.505
C 0.925 0.288 2.335 -1.200 0.773 -0.750 -0.643
H -4.208 -0.736 0.186 1.589 0.313 0.872 0.292
```
Forces are in eV/Å.


6.
ORCA calculation (ωB97M-V/def2-TZVPD) on a single C5H7NO molecule.

2S+1 = 1
E_HOMO = -9.49 eV
SMILES string = C=C(O)[C@@H](C)C#N
lowest unoccupied orbital energy = 0.023 Eh
frontier orbital gap = 10.1 eV
energy relative to the best compared isomer or geometry (same formula, charge and spin) = 22.9 kcal/mol
E_tot = -8835.20776 eV

The geometry in XYZ format:
```
14
Properties=species:S:1:pos:R:3:forces:R:3:mulliken_charge:R:1
C 1.908 0.441 -0.144 -0.127 -0.073 0.019 -1.128
H -1.465 0.297 1.496 -0.009 -0.064 -0.122 0.335
H -1.577 -1.368 0.888 -0.005 0.168 -0.047 0.353
C -1.633 -0.314 0.606 -0.043 -0.024 0.068 -1.323
H -0.789 -0.639 -1.347 0.052 0.080 0.112 0.195
H -2.634 -0.103 0.219 0.172 -0.014 0.055 0.381
C -0.575 -0.012 -0.470 0.021 0.023 -0.032 0.834
H 2.890 0.090 0.166 -0.157 0.048 -0.002 0.237
H 1.843 1.437 -0.565 -0.069 -0.146 0.048 0.310
N -0.762 2.492 -1.241 0.070 -1.107 0.330 -0.463
C -0.672 1.388 -0.908 -0.059 0.965 -0.324 0.001
H 1.766 -1.774 0.808 -0.158 -0.077 -0.042 0.327
C 0.837 -0.340 -0.019 0.105 0.294 -0.114 0.420
O 0.864 -1.595 0.510 0.209 -0.072 0.052 -0.478
```
Forces are in eV/Å.


2S+1 of number 4 (N2)?
1